[1]
Density functional theory data (ωB97M-V/def2-TZVPD) for a 5-piece molecular cluster, C2H16NO4 overall at a distorted geometry.

The geometry in XYZ format:
```
23
Properties=species:S:1:pos:R:3:lowdin_charge:R:1
C 1.230 -0.601 1.467 -0.019
N 0.305 0.356 0.745 -0.100
C -0.240 1.294 1.731 -0.044
H 1.755 -1.383 0.711 0.119
H 1.972 0.001 1.933 0.078
H 0.679 -1.220 2.224 0.118
H -0.504 -0.086 0.207 0.123
H 0.847 0.656 -0.149 0.183
H -1.323 0.939 2.013 0.150
H -0.205 2.195 1.148 0.078
H 0.317 1.418 2.670 0.103
H 0.172 -1.020 -1.654 0.037
H 0.831 -0.063 -2.536 0.037
O 0.998 -0.636 -1.845 0.023
H 2.441 -2.068 -1.622 0.045
H 2.971 -3.508 -1.043 -0.005
O 2.647 -2.680 -0.867 -0.048
H -2.945 -1.382 -0.451 0.067
H -2.932 0.192 -0.904 0.077
O -2.467 -0.536 -0.380 -0.084
H -2.635 3.244 -0.809 0.059
H -1.844 2.417 -1.752 0.031
O -2.070 2.472 -0.837 -0.030
```

Computed properties:
Highest occupied orbital energy   -14.31 eV
ΔE to the lowest compared entry with this formula, charge and spin   178.1 kJ/mol
Total charge   +1

---

[2]
Density functional theory data (ωB97M-V/def2-TZVPD) for C5H8N2O2S as an isolated structure at a distorted geometry.

The geometry in XYZ format:
```
18
Properties=species:S:1:pos:R:3:lowdin_spin:R:1
C -0.833 -0.859 -0.360 0.020
C -0.080 0.014 -1.380 0.075
C -1.721 -0.001 0.484 0.001
C -1.128 1.410 0.530 0.004
C 1.324 -0.044 0.711 0.616
N -0.776 -2.119 -0.235 0.041
N 2.582 -0.105 0.230 0.442
O 3.472 -0.782 0.651 0.437
O 2.642 0.736 -0.787 0.158
S 0.624 1.190 -0.205 0.160
H 0.830 -0.529 -1.679 0.002
H -0.732 0.433 -2.044 0.005
H -2.712 0.157 0.100 0.000
H -1.902 -0.528 1.508 0.001
H -1.658 2.213 0.119 0.001
H -0.902 1.611 1.708 0.002
H 1.091 -0.230 1.712 0.036
H -0.120 -2.566 -1.065 0.000
```

Computed properties:
2S+1   3
<S²>   2.008
Highest occupied orbital energy (spin up / spin down)   -5.50 / -9.24 eV
ΔE to the lowest compared entry with this formula, charge and spin   625.4 kJ/mol
Total charge   0

---

[3]
Density functional theory data (ωB97M-V/def2-TZVPD) for C5H10O as an isolated structure at a distorted geometry.

The geometry in XYZ format:
```
16
Properties=species:S:1:pos:R:3:lowdin_charge:R:1
O 0.943 -1.407 1.459 0.020
C -0.286 -0.881 1.350 -0.215
C -0.667 0.033 0.366 -0.343
C 0.237 1.381 0.212 -0.142
C 0.319 1.340 -1.290 -0.203
C -0.102 -0.112 -1.092 -0.093
H 1.486 -1.074 0.725 0.095
H -1.438 -2.432 -0.480 0.072
H -0.958 -1.266 2.109 0.118
H -1.734 0.264 0.417 0.140
H 1.201 1.242 0.706 0.112
H -0.316 2.199 0.686 0.111
H -0.432 1.953 -1.799 0.104
H 1.305 1.536 -1.716 0.102
H 0.739 -0.820 -1.135 0.077
H -1.275 -1.967 -1.058 0.044
```

Computed properties:
Highest occupied orbital energy (spin up / spin down)   -7.59 / -6.77 eV
ΔE to the lowest compared entry with this formula, charge and spin   544.9 kJ/mol
Total charge   0

---

[4]
Density functional theory data (ωB97M-V/def2-TZVPD) for C20H51BF4LiN4O3P2Sb as an isolated structure at a distorted geometry.

The geometry in XYZ format:
```
87
Properties=species:S:1:pos:R:3:lowdin_charge:R:1
Li -1.375 -3.002 0.442 0.649
C 4.194 -2.672 0.689 -0.090
N 2.920 -2.675 0.009 -0.303
C 2.811 -1.874 -1.163 -0.105
P 1.641 -3.610 0.413 0.548
O 0.411 -3.189 -0.355 -0.318
O 1.528 -3.389 2.098 -0.306
P 0.126 -3.004 2.940 0.575
O -1.111 -3.441 2.240 -0.330
N 0.118 -3.960 4.337 -0.301
C -1.026 -4.736 4.781 -0.105
C 1.165 -3.858 5.364 -0.104
N 0.252 -1.362 3.245 -0.283
C -0.980 -0.679 3.709 -0.053
C 1.502 -0.654 3.266 -0.115
N 1.947 -5.191 0.383 -0.285
C 1.400 -5.984 -0.704 -0.092
C 2.868 -5.891 1.364 -0.037
H 4.924 -3.343 0.287 0.082
H 3.987 -2.793 1.763 0.081
H 4.602 -1.688 0.575 0.077
H 2.957 -2.396 -2.118 0.086
H 3.612 -1.167 -1.138 0.074
H 1.757 -1.503 -1.310 0.099
H -1.739 -5.053 4.061 0.071
H -1.545 -4.221 5.622 0.101
H -0.663 -5.649 5.177 0.063
H 2.097 -3.449 4.951 0.075
H 1.444 -4.883 5.711 0.091
H 0.798 -3.252 6.215 0.088
H -1.776 -1.420 3.606 0.081
H -1.228 0.158 3.026 0.102
H -0.871 -0.352 4.724 0.075
H 2.360 -1.192 2.885 0.060
H 1.819 -0.296 4.218 0.070
H 1.447 0.255 2.634 0.100
H 0.363 -5.714 -0.904 0.079
H 1.472 -7.065 -0.417 0.103
H 1.948 -5.821 -1.625 0.081
H 3.579 -5.212 1.704 0.040
H 3.325 -6.763 0.926 0.081
H 2.301 -6.321 2.173 0.081
F -4.258 -1.339 0.923 0.112
B -3.363 -1.654 -0.118 -1.186
F -3.146 -3.084 -0.148 0.021
F -3.779 -1.171 -1.320 0.157
F -2.020 -1.161 0.240 -0.006
C -1.355 6.658 -1.225 -0.168
C -1.007 5.402 -0.426 -0.617
C 0.446 5.227 0.062 -0.176
C -2.003 5.010 0.677 -0.117
Sb -1.028 3.701 -2.116 1.498
C -2.602 2.010 -2.264 -0.700
C -3.579 2.292 -3.348 -0.158
C -1.696 0.802 -2.513 -0.152
C -3.239 1.979 -0.859 -0.124
C 0.601 3.697 -3.675 -0.766
C 1.062 5.171 -3.687 -0.152
C -0.019 3.304 -5.035 -0.148
C 1.572 2.659 -3.293 -0.189
H -1.633 7.499 -0.593 0.064
H -2.222 6.499 -1.882 0.051
H -0.458 6.982 -1.875 0.085
H 0.656 5.770 1.002 0.072
H 1.208 5.496 -0.731 0.071
H 0.623 4.217 0.451 0.052
H -1.746 5.559 1.597 0.087
H -1.979 3.986 0.976 0.041
H -3.012 5.183 0.373 0.068
H -3.088 2.358 -4.356 0.079
H -4.118 3.262 -3.164 0.084
H -4.251 1.393 -3.409 0.101
H -1.137 0.792 -3.441 0.051
H -2.324 -0.117 -2.397 0.080
H -0.941 0.722 -1.684 0.071
H -4.060 2.765 -0.838 0.094
H -2.550 2.111 0.003 0.063
H -3.788 1.010 -0.748 0.077
H 0.286 5.966 -3.693 0.061
H 1.744 5.317 -4.622 0.104
H 1.769 5.337 -2.871 0.050
H -0.935 3.890 -5.215 0.063
H -0.172 2.197 -4.995 0.068
H 0.691 3.468 -5.927 0.097
H 2.132 2.995 -2.372 0.088
H 2.226 2.517 -4.182 0.086
H 1.134 1.638 -3.085 0.074
```

Computed properties:
Highest occupied orbital energy (spin up / spin down)   -5.21 / -5.21 eV
ΔE to the lowest compared entry with this formula, charge and spin   148.1 kJ/mol
Total charge   0

---

[5]
Density functional theory data (ωB97M-V/def2-TZVPD) for C18H22BF4FeN3O3PS2 as an isolated structure.

The geometry in XYZ format:
```
55
Properties=species:S:1:pos:R:3:lowdin_charge:R:1
Fe 0.298 0.753 -0.154 0.127
C -3.096 1.571 -2.482 -0.020
C -2.051 1.421 -1.430 -0.250
N -0.974 0.741 -1.558 -0.055
N -0.666 0.038 -2.687 0.106
C 0.546 -0.485 -2.514 -0.435
O 1.277 -0.354 -1.490 -0.097
C 1.073 -1.315 -3.644 -0.132
C 2.317 -1.921 -3.507 -0.020
C 2.832 -2.698 -4.534 -0.092
C 2.108 -2.872 -5.705 -0.111
C 0.866 -2.266 -5.846 -0.098
C 0.350 -1.490 -4.820 -0.036
C -2.148 2.102 -0.121 -0.197
C -3.231 2.881 0.248 -0.007
C -3.214 3.505 1.488 -0.061
C -2.120 3.335 2.313 -0.046
C -1.073 2.536 1.874 -0.100
N -1.091 1.926 0.699 0.038
H -2.806 0.996 -3.356 0.064
H -3.199 2.622 -2.762 0.089
H -4.067 1.219 -2.126 0.081
H 2.862 -1.765 -2.586 0.116
H 3.802 -3.167 -4.421 0.095
H 2.512 -3.478 -6.508 0.091
H 0.300 -2.397 -6.760 0.093
H -0.614 -1.009 -4.912 0.101
H -4.061 3.008 -0.432 0.106
H -4.045 4.126 1.795 0.102
H -2.057 3.817 3.279 0.101
H -0.179 2.380 2.465 0.091
C 1.453 -4.294 1.605 -0.084
C 1.076 -3.381 2.749 -0.320
O 1.699 -2.101 2.565 -0.342
P 0.786 -0.824 2.195 -0.080
S 1.958 0.657 1.652 0.453
S -0.629 -1.247 0.883 0.448
O 0.033 -0.530 3.599 -0.350
C 0.816 -0.094 4.716 -0.321
C -0.089 -0.046 5.924 -0.081
H 1.017 -5.285 1.751 0.073
H 2.537 -4.394 1.540 0.076
H 1.083 -3.881 0.666 0.063
H 1.437 -3.767 3.706 0.113
H -0.008 -3.267 2.816 0.088
H 1.236 0.889 4.488 0.091
H 1.650 -0.784 4.872 0.112
H -0.925 0.630 5.745 0.075
H 0.464 0.309 6.796 0.073
H -0.489 -1.035 6.146 0.074
F 1.206 2.360 -1.009 0.034
B 0.886 3.776 -0.839 -1.215
F 0.988 4.079 0.518 0.119
F -0.428 3.967 -1.288 0.124
F 1.789 4.500 -1.601 0.130
```

Computed properties:
Highest occupied orbital energy (spin up / spin down)   -5.00 / -5.01 eV
Total charge   -1

---

[6]
Density functional theory data (ωB97M-V/def2-TZVPD) for a 2-piece molecular cluster, C4H13N2O overall at a distorted geometry.

The geometry in XYZ format:
```
20
Properties=species:S:1:pos:R:3:lowdin_spin:R:1
C 0.381 2.369 -2.476 0.069
C 0.591 1.608 -1.207 0.074
O -0.410 1.060 -0.629 0.785
N 1.740 1.684 -0.589 0.030
H 1.089 2.080 -3.257 0.010
H 0.358 3.443 -2.286 0.005
H 1.945 1.332 0.340 0.000
H 2.579 1.934 -1.107 0.002
H -0.598 2.111 -2.894 0.002
C -0.089 -1.670 1.459 0.000
C -0.945 -2.809 0.836 0.000
N -0.907 -0.390 1.624 0.016
H 0.565 -2.000 2.261 0.000
H 0.621 -1.319 0.705 0.001
H -0.678 -2.948 -0.204 0.000
H -1.970 -2.441 0.843 0.000
H -0.521 0.360 1.044 0.005
H -1.910 -0.544 1.474 0.000
H -0.950 -0.154 2.623 0.000
H -0.891 -3.706 1.441 0.000
```

Computed properties:
2S+1   2
<S²>   0.754
Highest occupied orbital energy (spin up / spin down)   -20.13 / -20.13 eV
ΔE to the lowest compared entry with this formula, charge and spin   203.5 kJ/mol
Total charge   +2

---

Listing M for the structures above in their given order: 118.2 160.2 86.1 673.1 566.1 105.2 u.